1.
A structure of composition C3H12NO4, computed with ωB97M-V/def2-TZVPD.

Computed properties:
- Charge: -1
- Energy relative to the best compared isomer or geometry (same formula, charge and spin): 447.7 kJ/mol
- Spin multiplicity: 1
- Calculated total energy: -477.08911 hartree
- F_max: 4.53 eV Å⁻¹
- E_HOMO: -4.07 eV
- Gap between HOMO and LUMO: 7.33 eV

Structure (XYZ):
```
20
Properties=species:S:1:pos:R:3:forces:R:3
C 0.98089 -0.06488 0.22929 0.36 -0.15 1.14
C 1.88875 -0.93738 -0.62143 -2.53 2.65 -1.44
O 3.41515 -0.05290 -0.33954 -1.70 -0.26 -0.97
N -0.18816 -0.72369 0.77903 -0.59 -0.66 -0.54
C -1.08434 0.03431 1.63739 -0.93 -0.29 -0.62
O -2.26680 0.41008 0.98716 0.92 0.31 0.19
H 0.80230 0.80143 -0.40614 -0.79 0.02 0.21
H 1.53915 0.30472 1.09747 0.60 0.11 -0.32
H 1.83823 -2.03223 -0.55315 0.74 0.07 0.97
H 1.73664 -0.76781 -1.68213 0.09 0.26 0.00
H 3.09644 -0.97431 -0.26661 3.50 -2.41 1.54
H 0.01467 -1.59056 1.25103 0.47 -0.05 -0.24
H -1.40000 -0.62965 2.45452 0.41 0.02 0.22
H -0.54090 0.89071 2.05500 -0.04 0.30 0.10
H -1.32894 2.17303 -0.43155 -0.35 -0.33 -0.08
H -1.44206 1.44148 -1.79628 -0.59 -0.02 0.84
O -1.17094 2.29907 -1.37108 0.71 0.55 -0.56
H -1.42308 -0.56968 -1.49128 -0.15 -0.29 -0.18
H -2.18655 0.11366 -0.02163 -0.75 0.20 -0.46
O -2.28043 -0.12541 -1.51007 0.61 -0.02 0.18
```
Forces are in eV/Å.

***

2.
A structure of composition C38H44CaClN11O5, computed with ωB97M-V/def2-TZVPD.

Computed properties:
- Charge: 0
- Energy relative to the best compared isomer or geometry (same formula, charge and spin): 0.0 kJ/mol
- Spin multiplicity: 1
- Calculated total energy: -3591.04558 hartree
- F_max: 0.99 eV Å⁻¹
- E_HOMO: -7.18 eV
- Gap between HOMO and LUMO: 7.61 eV

Structure (XYZ):
```
100
Properties=species:S:1:pos:R:3:forces:R:3
Ca -1.29335 0.63987 1.10308 0.46 -0.86 -0.18
C -1.80664 -5.01340 -2.90220 0.01 0.03 0.01
C -2.56450 -3.94757 -3.38601 -0.03 0.00 -0.03
C -2.26845 -2.66964 -2.97617 0.00 -0.02 -0.04
C -1.19532 -2.45686 -2.08961 -0.16 0.09 0.04
N -0.47292 -3.48408 -1.61710 0.03 0.02 0.03
C -0.78239 -4.71549 -2.02546 0.00 -0.04 -0.03
N -0.98659 -1.18969 -1.60679 0.20 -0.10 0.16
C 0.18427 -0.65573 -1.47872 -0.04 -0.23 -0.11
N 0.39674 0.39512 -0.64971 0.33 -0.20 -0.06
C 1.72318 0.74672 -0.70762 -0.07 0.16 -0.03
N 2.19631 1.70480 0.00290 0.11 -0.23 -0.05
C 3.56138 1.98195 -0.00873 -0.14 0.19 0.08
C 4.02225 3.13378 -0.66103 0.01 -0.04 -0.04
C 5.36921 3.42076 -0.63062 0.00 -0.01 0.00
C 6.22652 2.57603 0.06953 -0.03 0.01 -0.01
C 5.67043 1.48621 0.71186 0.04 -0.02 0.01
N 4.37149 1.18450 0.68403 0.03 -0.08 0.08
C 2.42858 -0.14629 -1.69284 0.05 0.01 0.09
C 3.74083 -0.20947 -2.13916 -0.07 0.05 -0.01
C 4.05775 -1.17398 -3.08699 0.00 -0.04 -0.04
C 3.08913 -2.04289 -3.57886 0.04 0.00 -0.02
C 1.77648 -1.97857 -3.12930 0.01 0.13 0.01
C 1.46652 -1.02525 -2.17280 -0.04 0.03 0.04
H -2.00626 -6.03474 -3.19303 0.00 -0.01 0.00
H -3.38062 -4.12080 -4.07708 0.00 -0.01 0.00
H -2.83469 -1.81353 -3.31612 0.00 0.01 0.01
H -0.16462 -5.51319 -1.62243 0.00 0.00 0.01
H 3.31288 3.76013 -1.18348 0.00 0.01 0.00
H 5.75142 4.29432 -1.14398 0.01 0.00 0.01
H 7.28882 2.76562 0.12885 0.01 0.00 -0.01
H 6.29910 0.80851 1.28071 -0.01 0.00 0.01
H 4.50387 0.46329 -1.77450 -0.02 -0.03 -0.02
H 5.07409 -1.24884 -3.45200 0.01 0.00 0.00
H 3.36498 -2.77953 -4.32263 -0.01 -0.01 -0.01
H 1.03044 -2.65262 -3.52137 -0.02 -0.02 0.00
N 1.29098 -2.66579 0.85815 0.16 0.10 -0.15
C 2.58869 -2.81271 1.52760 0.06 -0.02 0.06
C 2.79615 -1.65377 2.49259 0.05 -0.09 0.07
C 1.68195 -1.52728 3.53583 0.00 0.01 0.13
C 1.32015 -0.08869 3.87360 -0.08 0.00 -0.05
N 0.72400 0.61036 2.71841 0.15 0.14 0.11
H 1.23267 -3.18313 -0.01593 -0.02 0.03 0.00
H 1.17193 -1.68893 0.60009 -0.04 0.03 -0.04
H 3.41698 -2.83651 0.81071 -0.01 0.01 0.01
H 2.60199 -3.76440 2.06991 -0.03 0.00 -0.01
H 2.88382 -0.74251 1.90011 -0.03 0.14 -0.09
H 3.76235 -1.76218 2.99175 0.01 -0.02 -0.04
H 1.97040 -2.04089 4.45916 0.02 0.01 -0.05
H 0.77867 -2.02461 3.18035 -0.04 0.05 -0.01
H 2.19893 0.44859 4.25347 0.01 -0.06 -0.04
H 0.58062 -0.08747 4.67691 -0.03 0.00 -0.04
H 1.44683 0.94161 2.07859 0.03 -0.02 0.01
H 0.27917 1.45697 3.06674 0.03 -0.04 -0.03
Cl -4.20829 6.18092 5.38758 0.01 0.00 -0.01
C -3.61423 4.72180 4.63490 0.03 0.02 -0.03
C -4.14258 3.48097 5.02820 -0.04 -0.05 0.03
C -3.69897 2.31872 4.46157 0.03 0.07 0.06
C -2.68070 2.31122 3.45996 0.07 -0.04 -0.04
O -2.25047 1.21820 2.96929 -0.33 0.27 0.57
C -2.18285 3.59221 3.05821 0.01 0.21 -0.06
C -1.23407 3.76258 1.98833 -0.14 -0.01 0.06
O -0.74284 2.88904 1.27870 0.05 0.24 0.06
C -2.65655 4.77366 3.66481 -0.05 -0.02 0.05
H -4.91202 3.45752 5.78976 0.00 0.00 0.00
H -4.10685 1.36276 4.76192 0.00 -0.01 0.00
H -0.95008 4.81239 1.79001 0.03 -0.01 0.03
H -2.25802 5.72934 3.34454 0.01 0.01 0.00
O -3.52244 3.11294 -0.13775 -0.03 0.02 -0.10
C -3.40242 2.03617 -0.89154 -0.15 -0.04 0.07
O -2.61211 1.15346 -0.65941 -0.24 0.40 -0.47
C -4.36741 1.95593 -2.06840 0.04 0.03 -0.07
N -5.26653 3.12141 -2.04617 0.01 -0.05 0.05
C -6.63139 2.66342 -1.69081 0.00 0.02 -0.06
C -6.42556 1.26616 -1.11006 -0.06 -0.03 0.03
C -5.26290 0.72127 -1.93360 0.00 0.00 -0.04
H -3.75147 1.92107 -2.96906 -0.03 0.04 0.01
H -5.25008 3.62579 -2.91945 0.00 0.02 0.01
H -4.24283 3.62998 -0.57861 0.01 0.01 0.03
H -7.26436 2.62101 -2.58225 -0.01 -0.02 0.02
H -7.09042 3.35217 -0.98220 -0.01 -0.01 0.00
H -7.32482 0.65640 -1.18478 0.00 0.01 0.01
H -6.14179 1.31562 -0.05671 0.03 0.01 -0.01
H -5.60441 0.41604 -2.92534 0.00 -0.01 0.01
H -4.73890 -0.10841 -1.46435 0.00 0.01 0.02
C -3.61857 -4.95326 2.27810 -0.03 -0.03 -0.01
N -3.46167 -3.60145 1.80179 -0.04 0.16 0.04
C -4.51827 -2.62375 1.67066 -0.01 -0.08 -0.03
C -3.71432 -1.35636 1.38837 0.17 -0.03 0.03
O -4.20856 -0.27171 1.16443 -0.03 0.04 -0.06
N -2.36891 -1.64903 1.42528 -0.41 0.11 0.08
C -2.28003 -2.95099 1.69262 0.38 -0.20 -0.05
N -1.12346 -3.58300 1.86388 -0.19 -0.08 0.00
H -4.67571 -5.14227 2.44927 0.00 0.00 -0.01
H -3.08999 -5.11073 3.22203 0.01 0.00 0.00
H -3.26615 -5.68244 1.54416 0.01 0.00 0.00
H -5.10191 -2.50571 2.58659 0.00 0.00 0.00
H -5.19029 -2.83947 0.83807 -0.02 0.00 0.01
H -0.22854 -3.13905 1.54593 0.01 -0.01 0.01
H -1.13352 -4.58907 1.87235 -0.04 0.01 0.04
```
Forces are in eV/Å.

***

3.
A structure of composition ClH2O2PS2, computed with ωB97M-V/def2-TZVPD.

Computed properties:
- Charge: 0
- Energy relative to the best compared isomer or geometry (same formula, charge and spin): 356.0 kJ/mol
- Spin multiplicity: 1
- Calculated total energy: -1749.54836 hartree
- F_max: 2.93 eV Å⁻¹
- E_HOMO (alpha / beta): -9.65 / -9.65 eV
- Gap between HOMO and LUMO (alpha / beta): 7.34 / 7.34 eV

Structure (XYZ):
```
8
Properties=species:S:1:pos:R:3:forces:R:3
O 0.57643 0.03603 -0.77609 -1.39 0.33 0.63
O -2.35259 -0.42549 -0.52002 0.02 0.07 1.01
P 1.16413 -0.37568 0.60799 -1.78 -0.64 -1.37
S -0.29678 -0.24779 1.93950 0.39 -0.17 0.34
S -1.54931 0.72183 -0.24501 1.49 -1.06 -2.29
Cl -1.51108 1.48540 -2.22943 0.16 0.35 0.68
H 1.76837 -1.65902 0.46042 -0.20 0.40 0.30
H 2.20082 0.46472 0.76265 1.28 0.72 0.71
```
Forces are in eV/Å.

***

4.
A structure of composition C26H17NO6PRu, computed with ωB97M-V/def2-TZVPD.

Computed properties:
- Charge: 0
- Energy relative to the best compared isomer or geometry (same formula, charge and spin): 1.5 kJ/mol
- Spin multiplicity: 2
- ⟨S²⟩: 0.760
- Calculated total energy: -1943.43382 hartree
- F_max: 0.23 eV Å⁻¹
- E_HOMO (alpha / beta): -8.67 / -8.93 eV
- Gap between HOMO and LUMO (alpha / beta): 7.73 / 7.71 eV

Structure (XYZ):
```
52
Properties=species:S:1:pos:R:3:forces:R:3
Ru 0.21558 1.64388 0.70713 -0.17 0.10 -0.13
O -5.05159 2.89607 -2.62186 0.00 0.00 0.00
C -3.99409 2.49188 -1.89162 0.00 0.00 0.00
C -4.02653 1.38153 -1.06537 0.00 -0.01 0.00
C -2.90550 1.02885 -0.33553 -0.03 0.00 0.05
N -1.77156 1.74762 -0.39070 0.06 0.02 0.02
C -1.74094 2.79467 -1.23595 0.01 -0.02 -0.06
C -2.80978 3.21140 -1.99055 0.00 -0.01 0.00
C -0.41953 3.50994 -1.39435 -0.02 0.09 0.14
O -0.32100 4.48088 -2.10573 0.01 -0.05 -0.04
O 0.56510 2.98776 -0.71219 0.02 -0.04 -0.07
C -3.00847 -0.25610 0.51177 0.00 -0.04 -0.10
O -4.10012 -0.81888 0.49594 0.02 0.03 0.04
O -1.95322 -0.60312 1.10437 -0.07 0.00 0.02
H -5.79866 2.30740 -2.46311 0.00 0.00 0.00
H -4.89834 0.74873 -0.95803 0.00 0.00 0.00
H -2.69911 4.06542 -2.64226 0.00 0.00 0.00
O 2.68988 2.48147 1.34837 0.00 0.00 0.00
C 2.20116 1.60477 0.68562 0.03 -0.02 0.03
C 2.95106 0.51375 -0.00144 0.01 0.00 -0.01
C 4.29826 0.58082 -0.31678 0.00 0.00 0.00
C 4.89752 -0.51840 -0.91630 0.00 0.00 0.00
C 4.16161 -1.67060 -1.16996 0.00 0.00 0.00
C 2.81514 -1.74131 -0.83176 0.00 0.01 0.00
C 2.20927 -0.63811 -0.24808 0.00 -0.01 0.00
P 0.48352 -0.50437 0.31777 0.02 0.06 0.01
C -0.35134 -1.76845 -0.63881 0.01 -0.01 0.00
C -0.40854 -1.55861 -2.01301 0.00 -0.01 0.00
C -1.00142 -2.51364 -2.82613 0.00 0.00 0.00
C -1.51509 -3.67391 -2.26636 0.00 0.00 0.00
C -1.44903 -3.87977 -0.89402 0.00 0.00 0.00
C -0.87592 -2.92450 -0.07187 0.00 -0.01 0.00
C 0.65191 -0.41781 2.12189 0.07 -0.07 0.04
C -0.22792 0.44422 2.81231 0.02 -0.04 0.08
C 0.16538 0.98419 4.04957 -0.02 -0.01 -0.01
C 1.37435 0.65739 4.61032 0.02 -0.01 0.00
C 2.22479 -0.23872 3.95063 0.00 0.01 0.02
C 1.88745 -0.74605 2.72074 -0.03 -0.02 -0.02
H 4.85396 1.48507 -0.10568 0.00 0.00 0.00
H 5.94318 -0.47872 -1.19185 0.00 0.00 0.00
H 4.64115 -2.52131 -1.63638 0.00 0.00 0.00
H 2.24628 -2.64164 -1.02824 0.00 0.00 0.00
H 0.00030 -0.65250 -2.44726 0.00 0.00 0.00
H -1.06169 -2.34850 -3.89360 0.00 0.00 0.00
H -1.97876 -4.41827 -2.90034 0.00 0.00 0.00
H -1.86711 -4.77764 -0.45925 0.00 0.00 0.00
H -0.86970 -3.05195 1.00158 0.00 0.00 0.00
H -1.25320 0.53256 2.47780 0.03 0.03 -0.01
H -0.51968 1.64043 4.57035 0.00 0.00 0.00
H 1.66366 1.07104 5.56702 0.00 0.00 0.00
H 3.16343 -0.52505 4.40689 0.00 0.00 0.00
H 2.57389 -1.40385 2.20431 0.00 0.00 0.00
```
Forces are in eV/Å.

***

5.
A structure of composition C3H2KLiO, computed with ωB97M-V/def2-TZVPD.

Computed properties:
- Charge: 0
- Energy relative to the best compared isomer or geometry (same formula, charge and spin): 132.7 kJ/mol
- Spin multiplicity: 1
- Calculated total energy: -798.02643 hartree
- F_max: 2.33 eV Å⁻¹
- E_HOMO: -4.93 eV
- Gap between HOMO and LUMO: 4.33 eV

Structure (XYZ):
```
8
Properties=species:S:1:pos:R:3:forces:R:3
C 1.24086 0.74019 -0.32606 -1.31 -0.06 0.18
H 2.32911 0.87864 -0.35959 -0.26 0.06 0.68
O -1.14343 -0.43694 0.78123 -0.57 1.06 -2.00
C -0.55135 0.45880 -0.12252 0.40 -1.30 1.34
C 0.49236 -0.12918 -0.97361 -0.83 -0.95 -1.32
Li -1.74055 -1.98899 -0.82988 1.13 1.34 0.62
K 0.54996 -0.84725 2.21146 0.91 0.05 0.38
H -1.17696 1.32473 -0.38102 0.54 -0.21 0.11
```
Forces are in eV/Å.

***

6.
An isolated molecule of C2H4P2, computed with ωB97M-V/def2-TZVPD.

Computed properties:
- Charge: 0
- Energy relative to the best compared isomer or geometry (same formula, charge and spin): 102.8 kJ/mol
- Spin multiplicity: 1
- Calculated total energy: -761.21572 hartree
- F_max: 4.31 eV Å⁻¹
- E_HOMO: -9.04 eV
- Gap between HOMO and LUMO: 8.13 eV

Structure (XYZ):
```
8
Properties=species:S:1:pos:R:3:forces:R:3
C -1.00140 -0.20202 -0.17726 -2.92 3.17 -0.08
C -0.36751 0.94718 0.02926 2.67 -0.30 0.32
P 2.23706 -0.90132 0.19788 0.63 0.11 -0.33
P 1.66597 1.00235 -0.20735 -1.66 -0.03 0.17
H -2.12308 0.01720 -0.23805 1.37 -1.30 0.28
H -0.58844 -1.12465 -0.43477 0.55 -1.24 -0.32
H -0.92011 1.88422 0.29681 0.84 -0.88 -0.46
H 3.68094 -0.84821 -0.24137 -1.49 0.46 0.43
```
Forces are in eV/Å.